No. 1
# C9H14O

A cluster of 2 separate species, C9H14O in total in a non-equilibrium geometry (the ωB97M-V functional and the def2-TZVPD basis, OMol25).

Structure (XYZ):
```
24
Properties=species:S:1:pos:R:3:forces:R:3
C 0.916 1.003 2.459 0.6 0.4 -0.1
C -0.256 0.439 1.708 0.8 0.3 0.3
C -0.702 1.034 0.517 -0.6 0.1 0.2
C -1.695 0.437 -0.216 -0.8 -1.8 1.2
C -2.253 -0.776 0.296 -0.3 1.4 -0.4
O -3.297 -1.236 -0.449 -0.1 0.1 -0.6
C -1.872 -1.336 1.491 1.5 -0.2 -0.1
C -0.786 -0.741 2.187 -0.9 -0.4 -1.5
H 1.039 2.082 2.385 -0.5 0.2 0.0
H 1.881 0.664 2.061 -0.2 -0.4 0.1
H 0.831 0.750 3.513 0.2 0.0 0.0
H -0.337 2.006 0.219 0.3 0.0 -0.1
H -2.208 0.760 -1.104 0.4 0.6 -0.3
H -3.630 -2.073 -0.140 0.0 -0.4 0.3
H -2.221 -2.335 1.728 -0.2 0.1 0.3
H -0.269 -1.285 2.961 -0.2 0.1 0.4
C 1.745 -0.098 -1.709 0.1 0.6 -0.6
C 1.915 0.291 -3.214 1.5 -1.6 1.1
H 2.459 -0.853 -1.390 0.1 0.0 0.1
H 0.746 -0.483 -1.529 0.0 0.0 0.1
H 1.872 0.801 -1.105 0.0 -0.2 0.3
H 0.969 0.107 -3.697 0.0 0.8 -0.7
H 2.476 1.214 -3.323 -1.0 0.7 -0.2
H 2.676 -0.374 -3.649 -0.5 -0.4 -0.1
```
Positions in Å, forces in eV/Å.

lowest unoccupied orbital energy	0.868	eV
energy relative to the best compared isomer or geometry (same formula, charge and spin)	72.9	kJ/mol
net charge	0
HOMO-LUMO gap	9.2	eV
molecular weight	138.2	g mol⁻¹

No. 2
# C5H7CuO5

A structure of composition C5H7CuO5 in a non-equilibrium geometry (the ωB97M-V functional and the def2-TZVPD basis, OMol25).

Structure (XYZ):
```
18
Properties=species:S:1:pos:R:3:forces:R:3
O -3.623 -1.350 0.190 0.9 0.0 -0.6
C -2.671 -1.918 0.737 -0.6 0.1 1.2
O -2.538 -2.383 1.876 0.6 0.1 -0.6
O -1.140 -2.977 -0.919 -0.3 1.1 0.7
C -1.387 -2.057 -0.185 -1.4 -2.8 -0.8
O -0.563 -0.965 -0.268 1.5 1.8 -0.6
C 0.017 -0.351 0.904 -0.5 0.1 0.4
C 1.187 0.471 0.429 0.3 -0.3 0.3
O 0.756 1.248 -0.686 -0.2 0.1 0.1
C 1.664 2.287 -1.046 0.3 0.3 -0.2
Cu -0.506 0.227 -1.949 -0.1 -0.3 0.2
H 0.359 -1.125 1.601 -0.2 0.1 -0.2
H -0.751 0.276 1.370 0.2 -0.2 0.1
H 2.028 -0.168 0.123 -0.2 0.1 0.0
H 1.514 1.131 1.246 -0.1 -0.1 -0.2
H 1.280 2.758 -1.956 0.1 -0.1 0.2
H 1.712 3.029 -0.236 0.0 -0.2 -0.2
H 2.663 1.869 -1.232 -0.2 0.1 0.0
```
Positions in Å, forces in eV/Å.

<S²>	2.01
lowest unoccupied orbital energy (alpha / beta)	-0.077 / -4.130	eV
energy relative to the best compared isomer or geometry (same formula, charge and spin)	21.2	kJ/mol
net charge	0
HOMO-LUMO gap (alpha / beta)	8.2 / 4.3	eV
spin multiplicity	3
molecular weight	210.7	g mol⁻¹

No. 3
# C6H5Br2N4O2

The ion C6H5Br2N4O2 with charge -1 (the ωB97M-V functional and the def2-TZVPD basis, OMol25).

Structure (XYZ):
```
19
Properties=species:S:1:pos:R:3:forces:R:3
C 2.956 -1.329 -0.196 -0.2 -0.2 0.4
C 1.883 -0.544 0.539 0.2 -0.2 -0.2
Br 2.577 -0.014 2.297 0.0 0.0 0.0
C 1.284 0.699 -0.154 -0.2 0.0 0.0
Br 1.994 1.025 -1.941 0.0 0.0 0.0
C -0.240 0.638 -0.166 0.3 0.1 -0.1
N -0.913 1.029 -1.234 -0.4 0.0 0.0
N -2.230 0.987 -1.167 0.4 0.0 0.0
C -2.783 0.509 -0.047 -0.2 0.1 0.1
C -4.309 0.358 0.000 -0.3 0.0 -0.5
O -4.663 -0.806 0.239 0.0 -0.2 0.2
O -4.953 1.379 -0.281 0.1 0.1 0.2
N -2.088 0.136 1.036 0.6 0.0 0.0
N -0.778 0.226 0.975 -0.4 0.0 0.1
H 3.337 -2.092 0.483 0.0 0.0 0.0
H 2.490 -1.848 -1.031 0.1 0.1 -0.2
H 3.784 -0.711 -0.527 0.0 0.1 -0.1
H 1.076 -1.228 0.777 -0.1 0.1 0.1
H 1.576 1.586 0.400 0.0 0.0 -0.1
```
Positions in Å, forces in eV/Å.

lowest unoccupied orbital energy	2.489	eV
net charge	-1
HOMO-LUMO gap	7.6	eV
molecular weight	324.9	g mol⁻¹

No. 4
# C6H13O5Tl

A structure of composition C6H13O5Tl in a non-equilibrium geometry (the ωB97M-V functional and the def2-TZVPD basis, OMol25).

Structure (XYZ):
```
25
Properties=species:S:1:pos:R:3:forces:R:3
O -0.399 -2.221 0.258 -0.3 -1.5 -1.0
C -1.301 -1.230 0.134 -1.9 0.1 1.2
C -1.078 0.049 0.883 -0.2 0.9 -0.6
O -0.164 -0.210 1.967 -2.3 2.1 1.3
C 0.650 0.865 2.439 0.3 1.1 0.3
C 1.864 0.225 3.115 -1.2 1.2 1.5
O 2.442 -0.750 2.307 2.6 0.0 0.4
Tl 1.126 -1.637 1.269 2.0 -3.0 -1.2
H -2.336 -1.601 0.171 0.4 0.0 -0.5
H -2.016 0.479 1.263 0.3 -0.2 -0.1
H -0.595 0.809 0.237 -0.1 -0.1 0.2
H 0.078 1.503 3.129 0.2 -0.3 -0.2
H 0.972 1.471 1.574 -0.1 -0.1 0.2
H 1.535 -0.195 4.088 0.2 0.0 -0.4
H 2.572 1.042 3.353 0.0 -0.6 -0.3
H -0.365 -1.089 -1.638 1.2 0.5 -3.5
O 1.386 -0.222 -2.580 0.6 0.0 0.5
C -1.259 1.048 -2.774 0.1 0.1 0.0
O -0.725 -0.036 -3.507 -0.1 -0.2 0.2
C 0.151 -0.837 -2.787 -1.6 -0.2 2.2
H -2.020 1.525 -3.401 0.2 -0.1 0.2
H -1.722 0.676 -1.843 -0.1 0.1 -0.2
H -0.487 1.788 -2.510 -0.2 -0.1 -0.2
H 0.323 -1.737 -3.388 -0.1 0.2 0.4
H 1.369 0.283 -1.761 0.0 0.2 -0.3
```
Positions in Å, forces in eV/Å.

<S²>	0.75
lowest unoccupied orbital energy (alpha / beta)	-5.658 / -5.635	eV
energy relative to the best compared isomer or geometry (same formula, charge and spin)	58.3	kJ/mol
net charge	+1
HOMO-LUMO gap (alpha / beta)	6.3 / 7.6	eV
spin multiplicity	2
molecular weight	369.5	g mol⁻¹

No. 5
# C3H8N2O2

An isolated molecule of C3H8N2O2 in a non-equilibrium geometry (the ωB97M-V functional and the def2-TZVPD basis, OMol25).

Structure (XYZ):
```
15
Properties=species:S:1:pos:R:3:forces:R:3
C 1.672 -0.585 1.717 -0.2 -0.1 -0.3
C 0.587 -0.837 0.975 -0.6 0.3 0.6
C -0.588 0.513 0.595 0.7 -0.9 -0.2
O -1.754 0.273 0.864 0.1 0.0 -0.2
N -0.164 0.347 -1.077 -0.3 0.1 1.6
N -1.246 -0.188 -1.777 0.3 0.1 -0.3
O 0.221 1.634 -1.565 0.0 -0.7 -0.2
H 2.153 0.389 1.696 0.0 0.0 0.0
H 2.133 -1.325 2.363 0.0 0.0 -0.1
H 0.078 -1.794 1.074 0.1 -0.1 0.0
H -0.043 1.411 0.922 0.1 0.0 -0.3
H 0.596 -0.423 -0.422 -0.4 1.1 -0.9
H -2.085 -0.118 -1.195 0.2 0.1 0.3
H -1.077 -1.167 -1.978 0.1 0.2 -0.1
H -0.483 1.871 -2.191 0.0 -0.2 0.0
```
Positions in Å, forces in eV/Å.

lowest unoccupied orbital energy	0.280	eV
energy relative to the best compared isomer or geometry (same formula, charge and spin)	700.7	kJ/mol
net charge	0
HOMO-LUMO gap	9.2	eV
molecular weight	104.1	g mol⁻¹

No. 6
# C30H39AsIrN6O2S4

A structure of composition C30H39AsIrN6O2S4 in a non-equilibrium geometry (the ωB97M-V functional and the def2-TZVPD basis, OMol25).

Structure (XYZ):
```
83
Properties=species:S:1:pos:R:3:forces:R:3
Ir 0.260 0.791 -0.346 0.9 0.7 -1.3
S 5.324 3.581 -1.785 -0.4 0.5 0.3
As 4.813 4.163 0.171 0.9 -1.0 -0.4
S 2.255 2.023 -0.880 -0.6 -0.7 0.4
S 2.548 3.328 0.579 -0.1 0.0 -0.1
S 5.895 3.046 1.606 -0.4 0.4 0.2
C -1.128 -4.777 -1.436 0.0 0.0 -0.1
O -0.080 -4.133 -0.746 0.1 0.1 0.0
C -0.320 -3.698 0.516 -0.1 0.0 0.3
C -1.582 -3.679 1.089 -0.1 0.1 -0.2
C -1.772 -3.276 2.405 -0.1 0.2 0.2
C -0.691 -2.879 3.169 -0.1 0.0 0.0
C 0.580 -2.923 2.618 -0.1 0.0 -0.2
C 0.795 -3.337 1.304 0.2 -0.4 0.0
N 2.114 -3.570 0.912 -0.2 0.2 0.2
C 2.687 -3.673 -0.338 0.2 -0.2 -0.1
C 2.476 -2.892 -1.489 0.1 0.6 0.1
C 3.030 -3.374 -2.704 -0.2 -0.1 0.3
C 3.064 -2.627 -3.853 0.0 0.2 -0.2
C 2.556 -1.326 -3.831 0.2 -0.3 -0.3
C 2.012 -0.821 -2.671 -0.4 -0.1 0.6
C 1.914 -1.561 -1.471 0.6 -0.1 -1.3
O 1.429 -1.057 -0.367 -1.2 1.0 1.0
H -0.718 -5.050 -2.405 0.0 0.0 0.0
H -1.989 -4.118 -1.584 0.0 0.0 0.0
H -1.452 -5.679 -0.908 0.0 0.0 0.0
H -2.441 -3.992 0.513 0.0 0.0 0.0
H -2.769 -3.291 2.829 0.0 0.0 0.0
H -0.824 -2.555 4.194 0.0 0.0 0.0
H 1.446 -2.673 3.221 0.0 0.0 0.0
H 2.680 -3.921 1.667 0.1 0.0 0.0
H 3.480 -4.412 -0.388 -0.1 -0.1 0.0
H 3.414 -4.387 -2.703 0.1 0.0 0.0
H 3.492 -3.032 -4.761 0.0 0.0 0.0
H 2.597 -0.718 -4.726 0.0 0.1 0.0
H 1.617 0.189 -2.656 0.1 0.0 -0.1
C 3.148 -0.130 4.421 0.3 0.0 0.0
N 2.189 0.537 3.567 -0.2 0.1 0.0
C 1.425 1.619 3.923 -0.2 0.1 0.0
C 0.633 1.899 2.851 0.1 -0.1 0.2
N 0.906 1.001 1.852 -0.3 -0.2 -0.3
C 1.846 0.204 2.310 0.1 -0.1 -0.1
H 2.835 -0.033 5.458 0.0 0.0 0.0
H 4.140 0.307 4.309 0.0 0.0 0.0
H 3.198 -1.187 4.166 0.0 0.0 0.0
H 1.509 2.095 4.883 0.0 0.0 0.0
H -0.100 2.676 2.739 0.0 0.0 0.1
H 2.287 -0.603 1.745 0.0 0.0 0.0
C -1.233 -0.993 -2.663 -0.3 0.1 -0.1
C -2.070 -0.863 -1.451 0.9 0.1 -0.1
C -3.376 -1.360 -1.217 -0.7 0.0 0.6
C -3.683 -1.038 0.081 -0.4 -0.4 -0.7
C -2.550 -0.359 0.613 0.7 0.3 0.2
C -2.378 0.175 1.983 0.1 -0.1 -0.1
N -1.593 -0.247 -0.334 0.2 -0.2 0.3
H -1.835 -1.104 -3.564 -0.1 0.0 0.0
H -0.577 -1.866 -2.576 0.1 0.0 0.1
H -0.583 -0.120 -2.766 0.0 -0.1 0.0
H -4.000 -1.874 -1.931 0.1 0.0 0.0
H -4.596 -1.252 0.612 0.0 0.0 0.1
H -2.869 -0.468 2.712 -0.1 0.0 0.0
H -2.810 1.176 2.068 0.0 0.0 0.0
H -1.318 0.233 2.216 0.0 0.0 0.0
C -2.429 2.501 -1.423 -0.2 -0.1 0.0
C -3.241 3.814 -1.579 0.1 0.1 0.0
N -2.433 4.961 -1.178 -0.1 0.2 0.0
C -2.038 4.812 0.218 0.0 -0.1 -0.1
C -1.234 3.499 0.402 -0.1 0.3 0.1
N -1.086 2.801 -0.893 0.6 -0.9 0.7
C -0.405 3.711 -1.838 0.1 0.2 -0.2
C -1.229 5.015 -2.002 -0.1 -0.1 0.0
H -2.312 1.990 -2.381 0.1 0.0 0.0
H -2.925 1.815 -0.737 0.0 0.0 0.0
H -4.138 3.804 -0.956 0.0 -0.1 0.0
H -3.553 3.970 -2.613 0.0 -0.1 0.0
H -2.939 4.814 0.834 0.0 0.0 0.0
H -1.437 5.679 0.495 0.0 0.0 0.0
H -1.743 2.822 1.089 0.1 0.0 0.0
H -0.233 3.703 0.783 0.0 -0.1 0.0
H -0.290 3.189 -2.789 0.0 -0.1 0.0
H 0.587 3.930 -1.452 0.0 -0.1 0.0
H -1.529 5.169 -3.040 0.0 0.0 0.0
H -0.647 5.884 -1.694 0.0 0.0 0.0
```
Positions in Å, forces in eV/Å.

<S²>	8.82
lowest unoccupied orbital energy (alpha / beta)	0.026 / -2.641	eV
energy relative to the best compared isomer or geometry (same formula, charge and spin)	62.9	kJ/mol
net charge	0
HOMO-LUMO gap (alpha / beta)	5.3 / 4.2	eV
spin multiplicity	6
molecular weight	911.1	g mol⁻¹

No. 7
# C12H16N2O4

An isolated molecule of C12H16N2O4 in a non-equilibrium geometry (the ωB97M-V functional and the def2-TZVPD basis, OMol25).

Structure (XYZ):
```
34
Properties=species:S:1:pos:R:3:forces:R:3
C -4.630 -0.100 1.138 -0.6 2.5 -2.2
C -3.250 -0.286 0.395 0.5 -0.7 1.8
N -2.724 0.818 -0.306 -4.0 2.0 -2.7
C -1.604 1.489 -0.354 0.2 0.7 1.8
O -1.621 2.662 -0.674 0.9 0.4 -0.8
C -0.448 0.771 0.167 3.1 -4.2 -1.7
N -0.199 -0.532 -0.651 -1.3 -0.2 0.0
C 0.805 1.558 0.011 0.4 0.1 1.8
C 2.093 0.794 -0.001 -0.5 -0.4 0.5
C 2.822 0.669 -1.159 2.4 -0.6 -0.7
C 4.020 -0.119 -1.129 0.6 1.0 0.0
C 4.552 -0.740 0.005 -1.3 -0.7 2.3
O 5.659 -1.600 0.101 -1.1 1.8 -2.3
C 3.800 -0.612 1.180 -1.1 1.6 2.2
C 2.558 0.127 1.132 0.6 -2.2 0.9
C -3.367 -1.548 -0.448 0.2 -0.4 -0.3
O -4.402 -2.145 -0.339 0.3 -0.9 -1.0
O -2.348 -1.940 -1.260 -3.4 -1.2 0.1
H -4.740 0.610 1.945 0.8 0.8 -0.1
H -5.584 0.013 0.511 1.8 0.4 0.0
H -4.923 -0.951 1.585 -0.2 -3.4 1.6
H -2.439 -0.482 1.141 -0.9 -0.3 -0.1
H -3.353 1.476 -0.838 -0.1 -1.4 1.0
H -0.566 0.285 1.182 -0.1 1.2 -0.8
H 0.404 -1.110 -0.108 0.5 -0.3 0.4
H 0.229 -0.535 -1.588 -0.3 1.1 0.6
H 0.675 2.193 0.860 1.0 1.2 0.7
H 0.788 2.175 -0.835 -0.4 0.8 -1.3
H 2.631 1.192 -2.130 -0.2 -0.4 1.2
H 4.760 0.040 -1.900 -0.3 -0.4 -0.8
H 5.874 -1.627 -0.855 0.8 -0.6 0.7
H 4.181 -0.824 2.285 -0.7 -0.3 -2.8
H 1.837 -0.125 1.976 1.1 1.2 -0.7
H -1.490 -1.596 -1.037 1.4 1.6 0.7
```
Positions in Å, forces in eV/Å.

lowest unoccupied orbital energy	0.368	eV
energy relative to the best compared isomer or geometry (same formula, charge and spin)	337.8	kJ/mol
net charge	0
HOMO-LUMO gap	9.6	eV
molecular weight	252.3	g mol⁻¹

No. 8
# C3H8NO

A cluster of 2 separate species, C3H8NO in total in a non-equilibrium geometry (the ωB97M-V functional and the def2-TZVPD basis, OMol25).

Structure (XYZ):
```
13
Properties=species:S:1:pos:R:3:forces:R:3
C 1.138 -0.508 -0.895 0.4 0.0 -0.8
C 0.678 -0.474 -2.160 -0.3 0.2 1.9
C 0.407 -0.378 1.415 0.8 -1.5 -0.4
N 0.452 0.066 0.187 -0.9 0.4 3.3
H 1.970 -1.114 -0.560 0.7 0.6 -0.3
H -0.409 -0.430 -2.313 0.6 1.0 -0.5
H 1.429 -0.515 -2.920 -0.2 -1.0 -0.7
H -0.395 0.018 2.055 1.0 0.4 0.0
H 1.098 -1.200 1.773 -1.2 0.6 -0.7
H 0.143 1.065 0.298 -0.8 -0.9 -1.7
H -2.611 1.790 1.247 0.0 0.0 0.0
H -2.086 0.412 0.760 -0.5 0.2 -0.1
O -1.814 1.267 1.110 0.2 0.0 0.0
```
Positions in Å, forces in eV/Å.

lowest unoccupied orbital energy	-5.782	eV
energy relative to the best compared isomer or geometry (same formula, charge and spin)	214.5	kJ/mol
net charge	+1
HOMO-LUMO gap	8.8	eV
molecular weight	74.1	g mol⁻¹